169
Properties=species:S:1:pos:R:3:forces:R:3 method="wB97M-V/def2-TZVPD" charge=0 e_homo_ev=-10.27 total_energy_ev=-165186.7384 de_lowest_kcal_mol=0.00 lumo_ev=0.08
C -4.881 1.882 5.152 0.009 -1.066 1.018
C -5.377 2.004 3.761 -1.141 -0.827 -0.273
O -5.891 3.312 3.666 -0.070 0.888 2.521
C -6.231 3.901 2.574 0.725 1.194 0.472
O -6.068 3.392 1.517 -0.358 -0.291 -2.610
O -6.598 5.183 2.846 0.154 -1.873 -0.227
C -6.523 6.051 1.702 0.805 -0.633 0.390
H -3.983 2.483 5.321 0.004 -0.265 -0.032
H -4.712 0.795 5.336 0.277 0.824 0.089
H -5.644 2.208 5.867 0.076 -0.032 -0.153
H -6.211 1.308 3.568 0.320 0.067 0.049
H -4.585 1.764 3.067 0.198 0.466 -0.587
H -6.541 6.994 2.283 0.397 -0.003 -1.445
H -7.403 5.893 1.090 -0.192 0.297 -0.165
H -5.607 5.727 1.092 -1.145 1.239 0.930
C -5.587 -0.546 0.699 2.056 -1.274 -1.843
C -6.487 -1.722 0.865 -1.327 -0.158 -0.792
O -6.091 -2.610 1.906 0.489 -0.930 -1.231
C -6.380 -2.391 3.175 0.305 1.574 -0.318
O -6.945 -1.443 3.645 -0.746 0.565 -0.167
O -5.805 -3.322 3.867 0.616 -1.626 0.258
C -5.904 -3.205 5.285 -0.189 0.893 -0.607
H -5.235 -0.033 1.563 -0.348 0.288 0.938
H -6.004 0.143 -0.026 -0.120 0.215 0.051
H -4.666 -0.984 0.217 -0.466 0.778 0.348
H -6.543 -2.308 -0.128 0.209 0.629 1.803
H -7.480 -1.363 1.077 -0.598 -0.079 0.178
H -5.252 -2.382 5.588 -0.288 -0.088 0.294
H -5.531 -4.138 5.610 0.289 -0.868 0.764
H -6.950 -3.047 5.541 0.180 0.064 0.330
C 2.671 3.943 -0.477 -1.804 0.181 0.635
C 1.692 3.147 0.411 0.959 0.864 0.303
O 2.247 3.187 1.813 -0.800 -0.384 -2.009
C 1.814 2.201 2.562 0.169 -1.231 0.661
O 1.139 1.226 2.273 0.072 1.139 -0.198
O 2.320 2.398 3.776 -0.603 -0.018 0.723
C 1.794 1.558 4.819 0.240 -1.037 -0.288
H 2.181 4.303 -1.371 -0.632 0.204 -0.154
H 3.381 3.285 -0.866 1.740 -0.884 -0.156
H 3.080 4.820 0.014 0.190 -0.163 0.208
H 1.527 2.130 0.062 0.387 -0.011 0.316
H 0.713 3.584 0.493 -0.391 0.397 -0.028
H 2.511 0.729 4.991 -0.499 0.433 -0.111
H 0.779 1.150 4.619 0.789 0.394 -0.186
H 1.752 2.171 5.692 0.028 0.403 0.589
C 1.697 -1.036 0.162 -1.521 0.404 1.785
C 0.883 -0.485 -0.957 -1.165 -0.193 1.309
O -0.493 -0.461 -0.457 0.691 -0.169 0.058
C -1.125 0.682 -0.494 1.945 1.008 -0.462
O -0.683 1.727 -0.972 -1.202 -0.902 0.388
O -2.240 0.506 0.172 -1.521 0.373 -0.200
C -3.102 1.642 0.196 -0.609 0.441 0.618
H 1.116 -1.867 0.617 0.460 0.383 -0.235
H 1.893 -0.287 0.949 -0.225 -0.350 -0.460
H 2.615 -1.395 -0.146 2.015 -0.796 -0.841
H 0.827 -1.128 -1.781 0.185 -0.836 -1.278
H 1.120 0.503 -1.257 0.449 0.771 -0.372
H -2.519 2.500 0.461 0.189 0.444 0.254
H -3.847 1.455 0.971 0.208 0.033 -0.150
H -3.637 1.890 -0.724 0.281 -0.621 -0.265
C 6.027 -0.226 -0.291 0.859 -0.892 -0.794
N 5.499 1.011 -0.879 -1.487 -0.302 -1.382
O 4.348 0.961 -1.363 1.577 0.237 0.899
O 6.243 1.963 -0.957 -0.376 0.019 0.166
H 7.066 -0.070 -0.101 0.707 0.177 -0.192
H 5.881 -1.102 -0.947 -0.175 0.735 0.093
H 5.612 -0.459 0.645 -1.204 0.000 1.155
C 2.641 -4.099 -1.635 0.427 -1.075 -3.090
N 4.133 -4.175 -1.914 -1.390 -0.346 -0.730
O 4.893 -3.965 -1.011 0.719 0.328 0.570
O 4.439 -4.533 -3.041 0.226 0.311 0.337
H 2.199 -3.604 -2.546 0.436 0.196 1.361
H 2.455 -3.704 -0.671 -0.310 0.300 0.618
H 2.350 -5.147 -1.845 -0.102 0.433 0.893
C -2.137 5.101 -0.662 -1.071 0.288 -0.175
N -1.992 6.069 0.513 -1.093 -2.126 -1.689
O -2.995 6.374 1.106 -0.348 0.306 0.564
O -0.893 6.482 0.705 1.686 0.842 0.693
H -3.191 4.763 -0.706 0.690 0.208 0.245
H -1.451 4.245 -0.667 0.021 0.535 0.437
H -1.958 5.748 -1.518 0.163 -0.187 -0.142
C -1.315 -2.714 -4.069 1.191 0.879 -0.472
N -2.117 -1.560 -3.614 0.663 1.073 1.609
O -2.707 -0.815 -4.371 0.068 -0.954 0.231
O -1.983 -1.355 -2.389 -0.871 -0.148 -1.757
H -1.581 -3.063 -5.065 -0.298 0.015 0.296
H -1.348 -3.393 -3.240 -0.217 -0.751 -0.090
H -0.278 -2.301 -4.094 -0.698 -0.181 -0.144
C -2.086 -0.243 3.361 2.972 0.482 0.824
N -2.058 -1.132 4.575 0.127 0.119 -0.754
O -1.147 -1.917 4.654 0.626 -0.600 0.243
O -2.973 -1.046 5.367 -0.019 0.059 0.009
H -1.052 0.228 3.157 -1.454 -0.802 0.732
H -2.758 0.494 3.683 -1.239 1.078 -0.579
H -2.242 -0.862 2.511 -0.861 -0.345 -0.643
C -0.316 5.174 3.601 -0.950 -0.620 -1.745
N -1.070 3.855 3.378 -0.385 0.424 -1.044
O -1.170 3.132 4.331 0.019 -0.507 0.812
O -1.530 3.563 2.267 0.829 0.908 1.023
H -0.808 5.921 2.979 -0.222 -0.022 0.254
H 0.629 5.006 3.090 0.402 -0.006 0.641
H -0.347 5.412 4.652 0.376 -0.197 0.119
C -2.534 2.038 -4.605 1.236 0.542 1.893
N -1.766 3.331 -4.452 1.672 -0.525 -3.005
O -2.113 4.076 -3.583 0.273 0.563 0.410
O -0.877 3.574 -5.343 -2.205 -0.487 2.703
H -2.683 1.614 -3.598 0.642 0.062 -0.452
H -1.987 1.415 -5.273 0.007 -0.385 -0.364
H -3.493 2.362 -4.864 -1.445 0.314 -1.092
C 6.554 -2.731 -5.249 -0.945 -1.789 1.147
C 6.937 -1.801 -4.115 0.802 -0.230 0.213
C 6.279 -0.471 -4.428 -0.254 -0.406 -0.192
S 6.315 -0.381 -6.221 2.638 2.801 -0.020
O 7.290 0.614 -6.684 -0.367 -1.405 0.602
O 4.992 -0.112 -6.649 -2.023 -0.665 -0.811
C 6.918 -2.041 -6.515 -1.933 -0.521 -2.104
H 5.482 -2.943 -5.119 -0.095 0.503 -0.623
H 6.913 -3.768 -5.179 0.643 0.484 0.062
H 8.043 -1.726 -4.146 -0.474 0.249 0.440
H 6.594 -2.155 -3.147 0.231 -0.235 0.080
H 6.801 0.368 -4.015 0.282 0.574 0.048
H 5.217 -0.425 -4.144 0.291 -0.183 -0.042
H 7.968 -2.003 -6.763 0.314 0.110 0.180
H 6.344 -2.460 -7.412 0.822 0.696 1.111
C 2.666 2.294 -6.135 0.207 -1.104 0.556
C 3.317 2.575 -4.773 -0.253 0.562 1.073
C 2.193 2.167 -3.760 0.113 0.615 0.694
S 1.596 0.581 -4.357 -1.358 -0.185 -0.652
O 0.134 0.417 -4.386 0.998 0.753 0.393
O 2.279 -0.508 -3.722 1.045 -0.551 0.267
C 2.089 0.856 -6.061 -0.542 0.585 -0.009
H 3.340 2.362 -6.976 0.239 0.123 -0.115
H 1.892 3.030 -6.215 -0.625 0.313 -0.397
H 3.541 3.679 -4.687 -0.173 -1.221 0.103
H 4.227 2.008 -4.515 -0.235 0.164 -0.496
H 1.344 2.816 -3.924 -0.368 0.331 -0.092
H 2.396 2.205 -2.651 0.136 -0.513 -1.321
H 1.147 0.653 -6.582 0.286 0.392 -0.208
H 2.827 0.150 -6.381 0.429 -0.475 0.159
C 2.156 -3.454 4.057 0.973 -0.852 -1.366
C 3.075 -4.279 3.110 -1.496 -0.852 -0.661
C 4.487 -3.948 3.432 1.070 1.502 -0.086
S 4.428 -2.129 3.479 0.633 0.863 0.733
O 4.463 -1.606 2.116 0.331 -0.284 0.639
O 5.299 -1.519 4.515 -1.304 -1.263 -1.772
C 2.691 -2.084 3.982 0.885 1.574 0.419
H 2.398 -3.749 5.027 0.113 -1.040 1.798
H 1.088 -3.587 3.937 -0.082 0.210 -0.427
H 2.914 -4.017 2.067 -0.311 0.150 -0.215
H 2.821 -5.340 3.182 0.342 -0.020 0.130
H 5.323 -4.234 2.776 -0.593 -0.134 0.162
H 4.704 -4.109 4.458 0.485 -0.806 1.029
H 2.317 -1.456 3.217 -0.939 0.687 -0.686
H 2.705 -1.576 4.934 -0.238 0.305 0.222
C -2.645 -3.712 1.799 -0.864 0.184 -1.558
C -2.858 -5.239 1.616 -0.893 0.641 0.563
C -1.697 -5.691 0.724 -0.752 -0.944 0.202
S -1.358 -4.341 -0.358 -0.194 0.668 0.124
O -1.823 -4.686 -1.665 0.072 -0.412 -1.084
O -0.009 -3.894 -0.140 0.616 -0.109 -0.169
C -2.443 -3.166 0.336 0.689 0.693 2.242
H -1.763 -3.520 2.360 0.877 0.134 0.578
H -3.468 -3.159 2.259 -0.085 -0.422 0.067
H -3.831 -5.392 1.105 0.541 0.033 0.167
H -2.954 -5.743 2.605 0.414 0.125 -0.785
H -1.956 -6.531 0.063 0.211 0.155 0.393
H -0.800 -5.890 1.289 0.275 -0.121 0.138
H -3.346 -3.081 -0.195 -1.255 -0.413 -0.777
H -1.996 -2.169 0.296 0.311 -0.241 0.003